P:
ORCA calculation (the ωB97M-V functional and the def2-TZVPD basis) on 12 unconnected molecules or ions with the total composition C24H72O24.

CARTESIAN COORDINATES (ANGSTROEM)
1 O -3.10154 3.42663 -0.00030
2 C -2.95553 2.76128 1.18302
3 C -4.16247 1.91873 1.49766
4 O -4.27044 0.82978 0.52293
5 H -2.38371 4.05892 -0.08102
6 H -1.99941 2.25472 1.05133
7 H -2.84353 3.58914 1.88316
8 H -5.06947 2.50084 1.66074
9 H -3.99538 1.36010 2.41859
10 H -3.40709 0.41765 0.44313
11 O -0.03360 2.97943 6.23377
12 C -0.67718 3.63023 5.16916
13 C -1.67754 2.77019 4.44337
14 O -1.03776 1.82823 3.64800
15 H -0.65370 2.68252 6.90378
16 H -1.35784 4.35244 5.61994
17 H 0.04551 3.99821 4.44086
18 H -2.42515 3.32335 3.87486
19 H -2.33642 2.31211 5.18102
20 H -1.04067 0.96148 4.06070
21 O 6.56947 0.62065 -1.44499
22 C 5.71688 1.21599 -0.46268
23 C 4.27667 1.14075 -0.95533
24 O 3.91905 -0.20274 -1.11464
25 H 7.48268 0.66174 -1.15180
26 H 5.91794 0.63580 0.43791
27 H 6.12959 2.20903 -0.28485
28 H 4.26892 1.56681 -1.95858
29 H 3.60078 1.65188 -0.26974
30 H 3.29097 -0.18623 -1.84048
31 O 1.33520 -3.05932 -3.57409
32 C 2.30130 -3.98239 -4.17953
33 C 2.07184 -4.00661 -5.73858
34 O 2.12649 -2.66924 -6.21348
35 H 0.59173 -3.58318 -3.26683
36 H 3.23667 -3.52485 -3.85730
37 H 2.16948 -4.95347 -3.70232
38 H 1.12490 -4.51466 -5.92106
39 H 2.89945 -4.59277 -6.13803
40 H 1.23281 -2.36719 -6.03548
41 O 4.95981 0.28834 -4.35742
42 C 3.79274 0.19286 -5.11568
43 C 2.53839 0.41606 -4.22724
44 O 2.41738 -0.61736 -3.27222
45 H 5.10384 -0.61224 -4.05776
46 H 3.89462 1.03190 -5.80395
47 H 3.60300 -0.68707 -5.73036
48 H 1.63514 0.38682 -4.83667
49 H 2.65137 1.31697 -3.62418
50 H 2.03338 -1.37001 -3.72792
51 O -1.18947 5.58996 0.15173
52 C 0.25678 5.31813 0.16907
53 C 0.55046 3.98791 -0.57910
54 O -0.13189 3.89664 -1.85899
55 H -1.41916 6.48536 0.41078
56 H 0.74896 6.14027 -0.35047
57 H 0.62863 5.25300 1.19160
58 H 0.27673 3.09152 -0.02264
59 H 1.61625 3.91614 -0.79596
60 H -0.70191 4.66145 -1.75052
61 O 1.78331 2.07151 3.08931
62 C 2.25549 0.76445 3.03716
63 C 2.17703 0.23547 4.48013
64 O 3.06176 0.90540 5.33928
65 H 0.89295 2.07630 3.44824
66 H 1.69572 0.14475 2.33665
67 H 3.28477 0.76239 2.67845
68 H 2.42472 -0.82442 4.42193
69 H 1.16025 0.39483 4.83911
70 H 2.86608 1.84522 5.33372
71 O -4.19899 -2.97568 -3.80560
72 C -2.88739 -3.04448 -3.16098
73 C -2.22402 -4.37929 -3.42958
74 O -0.94641 -4.62809 -2.84193
75 H -4.22938 -2.17096 -4.32820
76 H -2.31205 -2.23207 -3.60493
77 H -3.00965 -2.94182 -2.08273
78 H -2.10465 -4.46823 -4.50937
79 H -2.89219 -5.17855 -3.10888
80 H -0.57519 -5.42798 -3.22136
81 O 0.26393 -0.80907 -1.41580
82 C 0.30946 -0.28485 -0.12085
83 C -0.83129 -0.80387 0.66924
84 O -2.05680 -0.47207 0.00334
85 H 1.14555 -0.69011 -1.77662
86 H 1.32341 -0.47631 0.23036
87 H 0.26344 0.80059 -0.20917
88 H -0.70650 -0.54945 1.72176
89 H -0.90630 -1.89127 0.66367
90 H -1.88947 -0.61881 -0.93051
91 O -1.72551 1.03124 -5.36467
92 C -1.17011 1.05115 -4.05638
93 C -2.14169 1.50036 -2.94740
94 O -3.05246 0.50038 -2.57406
95 H -1.16679 0.63087 -6.03485
96 H -0.74204 0.06093 -3.90043
97 H -0.33371 1.74795 -4.11114
98 H -2.74446 2.37691 -3.18498
99 H -1.59782 1.65189 -2.01501
100 H -3.72040 0.89378 -2.00774
101 O -3.92910 -1.20836 6.29054
102 C -3.88418 -0.67337 4.98861
103 C -2.76783 -1.28278 4.20387
104 O -1.55723 -0.77714 4.67904
105 H -4.68397 -0.98936 6.84172
106 H -4.83869 -0.94170 4.53584
107 H -3.93323 0.41149 4.89497
108 H -2.89938 -0.95538 3.17256
109 H -2.74312 -2.37116 4.25805
110 H -1.31675 -1.23236 5.48932
111 O 0.35620 -2.35277 3.12641
112 C 0.76063 -3.63857 2.69746
113 C -0.45245 -4.50969 2.43698
114 O -1.37725 -4.44802 3.46932
115 H -0.45710 -2.45559 3.62597
116 H 1.48524 -3.56546 1.88648
117 H 1.31491 -3.97154 3.57496
118 H -0.11856 -5.51281 2.17172
119 H -0.93908 -4.13484 1.53655
120 H -0.90666 -4.67218 4.27548

Calculated values
**Frontier orbital gap**: 9.475 eV
**Molecular weight**: 744.82 u
**Highest occupied orbital energy**: -9.26 eV
**Structure (SMILES)**: OCCO.OCCO.OCCO.OCCO.OCCO.OCCO.OCCO.OCCO.OCCO.OCCO.OCCO.OCCO


Q:
ORCA calculation (the ωB97M-V functional and the def2-TZVPD basis) on 12 unconnected molecules or ions with the total composition C24H72O24.

CARTESIAN COORDINATES (ANGSTROEM)
1 O -0.26990 -3.02462 -7.81515
2 C -0.85375 -4.04060 -8.71994
3 C -2.30479 -3.79946 -8.99383
4 O -2.96422 -3.84096 -7.75516
5 H -0.81839 -3.19483 -7.04588
6 H -0.24040 -3.99849 -9.62001
7 H -0.76371 -4.97030 -8.15813
8 H -2.70131 -4.60627 -9.61021
9 H -2.51119 -2.89440 -9.56513
10 H -3.90439 -3.98689 -7.88309
11 O -9.12618 -2.13259 3.15865
12 C -8.31053 -2.67127 4.14494
13 C -8.97507 -3.23450 5.33513
14 O -9.51517 -4.43053 4.98611
15 H -9.28681 -1.18853 3.22625
16 H -7.60024 -3.43115 3.81913
17 H -7.69884 -1.84132 4.49865
18 H -9.73273 -2.49744 5.60119
19 H -8.29736 -3.34361 6.18184
20 H -10.24903 -4.26453 4.38987
21 O 4.67384 1.21616 8.15808
22 C 3.40625 1.18078 7.64586
23 C 3.67967 0.76585 6.21172
24 O 4.43529 -0.47423 6.23698
25 H 4.86527 0.31824 8.43859
26 H 2.82218 0.49575 8.26042
27 H 2.77309 2.06765 7.67199
28 H 4.10510 1.52926 5.56031
29 H 2.68883 0.67274 5.76714
30 H 5.21841 -0.33091 6.77344
31 O -5.38858 3.62891 6.36699
32 C -5.09529 4.52564 7.41500
33 C -5.84272 5.94763 7.59624
34 O -5.57363 6.71937 6.49198
35 H -6.19998 3.84764 5.90290
36 H -5.08685 4.01946 8.38031
37 H -4.02394 4.72258 7.45423
38 H -5.52317 6.44542 8.51177
39 H -6.90413 5.83299 7.81616
40 H -6.31179 6.79575 5.88298
41 O -1.69675 0.12540 0.54631
42 C -0.39242 0.60075 0.24812
43 C 0.43997 -0.51427 -0.51063
44 O 0.68124 -1.71155 0.22347
45 H -1.97073 0.47747 1.39636
46 H -0.38373 1.48659 -0.38696
47 H 0.23066 1.04189 1.02611
48 H 1.36745 0.00397 -0.75416
49 H -0.11593 -0.72890 -1.42333
50 H -0.01181 -2.08902 0.77010
51 O 7.54511 -4.72789 -4.88727
52 C 6.54556 -5.71254 -4.50619
53 C 5.89120 -5.46497 -3.18004
54 O 5.40558 -4.10966 -3.00585
55 H 7.06356 -4.20652 -5.53371
56 H 5.85417 -5.73769 -5.34849
57 H 7.16657 -6.60799 -4.48107
58 H 6.55131 -5.59909 -2.32307
59 H 5.06721 -6.17819 -3.20153
60 H 4.82575 -4.22477 -2.24944
61 O -6.56090 -2.41296 -2.11660
62 C -6.82990 -1.71603 -3.23976
63 C -5.75315 -0.68594 -3.71877
64 O -5.54400 0.43028 -2.88759
65 H -7.00160 -1.99732 -1.37186
66 H -7.11714 -2.46506 -3.97771
67 H -7.78215 -1.18966 -3.17462
68 H -5.84164 -0.30428 -4.73593
69 H -4.76404 -1.13938 -3.65443
70 H -5.17280 0.29331 -2.01293
71 O -0.63751 2.76675 -8.60330
72 C -1.54736 3.65882 -7.97510
73 C -1.00538 4.19771 -6.64086
74 O -1.07222 3.17180 -5.71450
75 H -0.63167 1.94221 -8.11167
76 H -1.76522 4.35247 -8.78719
77 H -2.40253 3.00602 -7.80001
78 H -1.72973 4.94150 -6.30889
79 H -0.00688 4.63054 -6.70206
80 H -1.98243 3.17331 -5.40938
81 O 2.29716 9.18827 3.52059
82 C 1.45998 8.45071 2.74676
83 C 0.47396 7.63319 3.60186
84 O 0.99986 6.94407 4.65982
85 H 2.48009 8.70905 4.33206
86 H 0.91974 9.00131 1.97666
87 H 2.09262 7.68269 2.30178
88 H 0.12073 6.89491 2.88196
89 H -0.31769 8.21699 4.07149
90 H 0.28518 6.61198 5.20803
91 O -1.63322 -4.46696 4.18730
92 C -1.02596 -4.09476 5.43235
93 C -2.01615 -3.60749 6.45648
94 O -1.34112 -3.27484 7.63473
95 H -2.03945 -5.33154 4.09195
96 H -0.24825 -4.78923 5.75014
97 H -0.49697 -3.18167 5.15934
98 H -2.77706 -4.29193 6.83149
99 H -2.60055 -2.76526 6.08605
100 H -1.90941 -2.94538 8.33480
101 O 5.45584 0.40889 -4.90973
102 C 4.72364 0.62941 -6.09497
103 C 5.41457 -0.06977 -7.31523
104 O 4.98213 -1.43898 -7.45864
105 H 5.19909 -0.42842 -4.51657
106 H 3.63968 0.54292 -6.01983
107 H 4.76226 1.70750 -6.25093
108 H 6.50451 -0.05898 -7.31140
109 H 4.93272 0.49213 -8.11536
110 H 4.02843 -1.33028 -7.44412
111 O 9.01217 -1.37901 2.04159
112 C 8.60816 -0.40121 1.01408
113 C 9.71099 -0.40902 -0.13663
114 O 11.02072 0.12834 0.31809
115 H 8.94146 -0.88308 2.86052
116 H 7.56667 -0.47014 0.69999
117 H 8.74618 0.56063 1.50794
118 H 9.47856 0.01470 -1.11363
119 H 9.84514 -1.44248 -0.45615
120 H 11.19404 -0.06881 1.24149

Calculated values
**Frontier orbital gap**: 9.414 eV
**Molecular weight**: 744.82 u
**Highest occupied orbital energy**: -9.50 eV
**Structure (SMILES)**: OCCO.OCCO.OCCO.OCCO.OCCO.OCCO.OCCO.OCCO.OCCO.OCCO.OCCO.OCCO


Pick P: it beats the second-best structure by 0.1901 hartree.


P:
ORCA calculation (the ωB97M-V functional and the def2-TZVPD basis) on 2 unconnected molecules or ions with the total composition C4H9O3.

CARTESIAN COORDINATES (ANGSTROEM)
1 C -1.46217 -0.84549 -0.01572
2 C -0.89429 -2.16766 0.53045
3 O -2.57170 -0.45176 0.75622
4 H -0.67849 -0.04106 0.10487
5 H -1.75787 -0.87373 -1.06512
6 H -1.43677 -2.96599 0.01072
7 H -2.61804 0.09033 1.52899
8 H -0.92772 -2.27816 1.62347
9 H 0.18271 -2.15481 0.29344
10 C 2.07290 1.51241 -1.04120
11 C 1.23862 2.02707 0.13053
12 O 1.24640 1.32836 1.18578
13 O 0.60951 3.09109 -0.02525
14 H 2.62357 2.22186 -1.68204
15 H 1.64243 0.77541 -1.74779
16 H 2.73091 0.73214 -0.58736

Calculated values
**Frontier orbital gap**: 7.593 eV
**Molecular weight**: 105.11 u
**Highest occupied orbital energy**: -3.83 eV
**Net charge**: -1


Q:
ORCA calculation (the ωB97M-V functional and the def2-TZVPD basis) on 2 unconnected molecules or ions with the total composition C4H9O3.

CARTESIAN COORDINATES (ANGSTROEM)
1 O 0.14458 0.66902 1.24704
2 C 1.22616 0.73189 0.55328
3 O 1.37901 0.34811 -0.63105
4 C 2.44492 1.36007 1.25687
5 H 3.28370 0.64587 1.17952
6 H 2.70241 2.28379 0.69681
7 H 2.21576 1.55237 2.30386
8 C -2.14456 -0.64486 -0.65549
9 O -1.78501 0.72258 -0.52105
10 C -0.95846 -1.53405 -1.01932
11 H -2.61131 -1.04653 0.29788
12 H -2.91733 -0.65107 -1.48047
13 H -1.05398 0.78056 0.12870
14 H -0.21393 -1.55624 -0.20282
15 H -1.29909 -2.54102 -1.26963
16 H -0.41287 -1.12048 -1.88412

Calculated values
**Frontier orbital gap**: 8.775 eV
**Molecular weight**: 105.11 u
**Highest occupied orbital energy**: -4.50 eV
**Net charge**: -1


Pick Q: it beats the second-best structure by 0.0437 hartree.